A 7-piece molecular cluster, H14O6S overall in a non-equilibrium geometry. Source: OMol25; level of theory: the ωB97M-V functional and the def2-TZVPD basis.

Geometry as XYZ:
```
21
Properties=species:S:1:pos:R:3:lowdin_charge:R:1
O 0.27917 0.19429 -3.12170 -0.042
H 0.72776 -0.55048 -3.51602 0.041
H 0.75792 0.59732 -2.39448 0.032
O -1.55772 -2.15792 1.01762 -0.057
H -1.69198 -1.97352 0.08408 0.008
H -0.70718 -2.60652 1.10735 0.045
O -1.72209 -0.04108 -0.88372 -0.054
H -2.41316 0.56627 -1.16219 0.072
H -1.33720 -0.45672 -1.66990 0.042
O 0.99440 -5.13425 -1.13030 -0.060
H 0.43594 -4.35922 -1.26440 0.023
H 1.74787 -4.86744 -1.67452 0.037
O 0.75185 0.50318 0.17695 -0.097
H 0.44535 0.15029 1.03472 -0.014
H -0.09261 0.61534 -0.29479 -0.017
O 0.01654 -0.50863 2.73931 -0.056
H -0.01732 0.39253 3.07536 0.057
H -0.85434 -0.90145 2.86614 0.041
S 1.03329 7.23203 1.80443 0.470
H 1.52162 6.24362 2.54610 -0.234
H 1.68188 7.06234 0.65995 -0.236
```

Results
Energy relative to the best compared isomer or geometry (same formula, charge and spin) ... 1.164 eV
SMILES ... O.O.O.O.O.O.S
Kohn-Sham gap ... 9.86 eV
HOMO level ... -9.789 eV